(1)
A structure of composition C9H4Cl2InN2O3Sm. Source: OMol25; level of theory: ωB97M-V/def2-TZVPD.

Structure (XYZ):
```
22
C9H4Cl2InN2O3Sm (ωB97M-V/def2-TZVPD)
In 0.325 0.553 -3.630
Sm 1.026 0.537 -0.608
Cl -0.549 -1.365 -1.853
Cl -0.328 2.795 -2.335
C 2.188 2.678 0.077
C 0.950 -1.264 -4.852
C 1.041 1.798 -5.340
O 2.750 3.573 0.484
O 1.292 -2.174 -5.459
O 1.435 2.438 -6.202
N 0.413 -3.795 3.909
C 0.043 -2.825 3.400
C -0.433 -1.600 2.772
C -1.552 -0.917 3.258
C -1.986 0.252 2.651
C -1.300 0.740 1.563
N -0.198 0.084 1.117
C 0.239 -1.085 1.677
H -2.077 -1.320 4.132
H -2.853 0.806 3.012
H -1.560 1.649 1.008
H 1.132 -1.558 1.217
```

Computed properties:
* Kohn-Sham gap (spin up / spin down): 3.58 / 3.61 eV
* ⟨S²⟩: 8.768
* charge: +4
* multiplicity: 6
* HOMO (spin up / spin down): -22.3 / -22.3 eV

Results of the Mulliken charge analysis, in e, for atoms 1 through 4: 1.301 1.433 -0.190 -0.161

(2)
A cluster of 10 separate species, C20H60O16 in total. Source: OMol25; level of theory: ωB97M-V/def2-TZVPD.

Structure (XYZ):
```
96
C20H60O16 (ωB97M-V/def2-TZVPD)
O -5.253 -2.748 5.058
C -5.793 -1.950 4.033
C -6.626 -0.812 4.573
O -7.784 -1.311 5.242
H -5.979 -3.319 5.323
H -4.929 -1.525 3.523
H -6.457 -2.550 3.411
H -6.960 -0.148 3.776
H -6.093 -0.093 5.195
H -7.370 -2.068 5.663
O -2.508 0.049 -6.013
C -2.039 -1.081 -6.799
C -3.207 -1.896 -7.307
O -3.831 -1.278 -8.426
H -2.761 -0.105 -5.099
H -1.354 -0.796 -7.598
H -1.474 -1.744 -6.144
H -3.999 -1.963 -6.561
H -2.947 -2.865 -7.734
H -4.412 -0.649 -7.992
O 4.943 -0.881 2.591
C 5.027 -1.946 1.734
C 4.797 -3.257 2.497
O 5.864 -3.597 3.366
H 5.794 -0.874 3.035
H 4.239 -1.762 1.003
H 5.997 -1.897 1.238
H 4.672 -4.084 1.798
H 3.922 -3.264 3.147
H 6.142 -2.786 3.797
O -7.512 -1.370 -0.985
C -7.218 -0.245 -1.767
C -5.820 0.330 -1.570
O -4.931 -0.470 -2.322
H -8.460 -1.520 -0.990
H -7.377 -0.404 -2.834
H -7.916 0.573 -1.593
H -5.460 0.419 -0.544
H -5.706 1.306 -2.042
H -5.185 -1.356 -2.054
O -3.580 5.657 -3.252
C -2.163 5.573 -3.405
C -1.589 4.488 -2.513
O -1.025 5.012 -1.293
H -3.768 6.005 -2.377
H -1.946 5.239 -4.420
H -1.642 6.523 -3.287
H -0.721 4.130 -3.066
H -2.274 3.672 -2.281
H -0.587 4.244 -0.918
O -1.391 -5.195 3.511
C -1.608 -5.090 2.123
C -0.505 -5.820 1.323
O -0.816 -5.883 -0.059
H -2.144 -4.890 4.022
H -2.559 -5.549 1.853
H -1.829 -4.083 1.770
H -0.492 -6.869 1.618
H 0.459 -5.355 1.531
H -0.157 -6.491 -0.402
C 5.411 5.093 1.657
C 4.878 5.310 0.235
O 5.675 6.224 -0.343
H 4.750 4.366 2.129
H 5.481 6.066 2.143
H 6.442 4.738 1.648
H 3.849 5.665 0.275
H 4.899 4.414 -0.386
H 6.353 5.779 -0.857
C 0.693 -0.274 -1.154
C 0.372 -0.045 0.311
O 0.996 1.150 0.713
H 1.762 -0.144 -1.325
H 0.127 0.416 -1.779
H 0.376 -1.257 -1.502
H 0.806 -0.896 0.835
H -0.703 -0.105 0.479
H 1.891 0.879 0.927
C 1.633 -0.062 6.422
C 2.458 1.117 6.979
O 2.055 1.353 8.337
H 0.596 0.206 6.221
H 1.675 -1.001 6.975
H 2.164 -0.330 5.508
H 2.297 2.017 6.385
H 3.532 0.961 6.871
H 2.682 0.841 8.853
C 6.109 1.074 -4.938
C 7.572 0.841 -4.567
O 7.628 0.833 -3.191
H 5.502 0.180 -4.798
H 6.007 1.407 -5.971
H 5.689 1.853 -4.301
H 8.206 1.539 -5.114
H 7.931 -0.146 -4.859
H 8.509 0.560 -2.923
```

Computed properties:
* Kohn-Sham gap: 10.02 eV
* SMILES: OCCO.OCCO.OCCO.OCCO.OCCO.OCCO.CCO.CCO.CCO.CCO
* multiplicity: 1
* HOMO: -9.9 eV

Results of the Mulliken charge analysis, in e, for atoms 1 through 4: -0.527 -0.476 -0.317 -0.473

(3)
A structure of composition C15H27IN2O5PPdS. Source: OMol25; level of theory: ωB97M-V/def2-TZVPD.

Structure (XYZ):
```
53
C15H27IN2O5PPdS (ωB97M-V/def2-TZVPD)
Pd 0.290 -0.029 -0.004
O -3.679 -0.078 -1.002
S -2.535 -0.582 -0.231
O -2.960 -1.175 1.026
O -1.632 -1.441 -1.000
O -1.654 0.687 0.095
C -1.886 0.999 3.153
C -0.823 -0.070 3.399
C -1.462 -1.442 3.606
P 0.593 0.001 2.206
C 1.754 -1.323 2.818
C 1.921 -1.475 4.332
C 1.433 -2.670 2.162
C 1.445 1.619 2.602
C 1.415 2.083 4.060
C 0.982 2.760 1.690
H -2.635 0.936 3.948
H -2.378 0.834 2.199
H -1.471 2.006 3.165
H -0.291 0.181 4.328
H -1.973 -1.772 2.703
H -2.200 -1.349 4.408
H -0.744 -2.199 3.914
H 2.715 -0.991 2.422
H 1.016 -1.822 4.828
H 2.242 -0.555 4.815
H 2.698 -2.222 4.516
H 0.566 -3.144 2.620
H 2.288 -3.340 2.280
H 1.232 -2.561 1.096
H 2.481 1.393 2.327
H 0.407 2.361 4.370
H 2.040 2.974 4.157
H 1.792 1.343 4.760
H -0.044 3.060 1.902
H 1.039 2.479 0.639
H 1.631 3.625 1.851
N -3.813 1.245 -3.464
C -2.865 1.178 -4.409
O -3.029 1.504 -5.581
C -1.532 0.660 -3.951
C -0.756 -0.057 -4.843
C 0.469 -0.526 -4.422
C 0.884 -0.246 -3.131
N 0.157 0.459 -2.254
C -1.045 0.883 -2.674
H -4.723 1.531 -3.782
H -3.745 0.733 -2.573
H -1.131 -0.231 -5.843
H 1.110 -1.103 -5.073
H 1.848 -0.583 -2.784
H -1.622 1.436 -1.947
I 2.929 -0.245 -0.307
```

Computed properties:
* Kohn-Sham gap: 7.71 eV
* charge: -1
* multiplicity: 1
* HOMO: -5.5 eV

Results of the Mulliken charge analysis, in e, for atoms 1 through 4: -0.174 -0.935 1.354 -0.738

(4)
A structure of composition C30H75CrCs2N5O4P. Source: OMol25; level of theory: ωB97M-V/def2-TZVPD.

Structure (XYZ):
```
118
C30H75CrCs2N5O4P (ωB97M-V/def2-TZVPD)
Cr -0.949 1.560 -1.522
Cs -1.229 -3.213 2.695
Cs -4.547 -1.341 1.584
P -1.347 0.274 0.348
O -1.724 -0.545 1.561
O -1.233 1.828 0.369
O -2.319 0.388 -0.909
O -0.130 0.115 -0.622
C 5.703 2.026 -1.977
C 4.433 1.842 -1.126
N 4.770 1.732 0.298
C 3.630 2.122 1.128
C 2.434 1.163 1.101
C 5.255 0.365 0.577
C 5.632 0.150 2.028
H 6.398 2.706 -1.484
H 5.447 2.346 -2.985
H 6.287 1.106 -2.042
H 3.750 2.674 -1.321
H 3.877 0.989 -1.546
H 3.951 2.286 2.160
H 3.281 3.114 0.834
H 2.626 0.282 1.716
H 1.589 1.639 1.607
H 2.142 0.925 0.081
H 6.125 0.229 -0.061
H 4.476 -0.360 0.304
H 6.468 0.792 2.313
H 5.999 -0.872 2.129
H 4.806 0.373 2.702
C -2.939 2.555 -3.753
C -1.577 2.139 -4.289
N -0.981 0.973 -3.534
C 0.385 0.803 -4.118
C 1.373 -0.033 -3.302
C -1.853 -0.180 -3.912
C -1.484 -1.558 -3.370
H -3.183 3.513 -4.210
H -3.024 2.584 -2.661
H -3.762 1.909 -4.065
H -1.655 1.907 -5.353
H -0.927 3.015 -4.231
H 0.343 0.408 -5.138
H 0.836 1.786 -4.272
H 1.760 0.586 -2.491
H 0.988 -1.002 -3.003
H 2.242 -0.236 -3.931
H -1.851 -0.267 -5.001
H -2.867 0.038 -3.594
H -1.306 -1.592 -2.297
H -0.601 -2.026 -3.810
H -2.289 -2.269 -3.567
C -2.181 -5.352 -2.073
C -1.792 -4.988 -0.643
N -0.371 -4.834 -0.319
C 0.478 -5.933 -0.811
C 0.095 -7.274 -0.186
C 0.133 -3.576 -0.880
C 1.481 -3.183 -0.279
H -1.946 -4.583 -2.809
H -3.261 -5.491 -2.148
H -1.727 -6.300 -2.358
H -2.314 -4.048 -0.418
H -2.211 -5.716 0.056
H 0.395 -5.941 -1.907
H 1.542 -5.778 -0.650
H -0.965 -7.469 -0.340
H 0.661 -8.093 -0.626
H 0.352 -7.224 0.872
H -0.566 -2.767 -0.655
H 0.251 -3.710 -1.963
H 2.287 -3.878 -0.504
H 1.416 -3.037 0.800
H 1.833 -2.228 -0.677
C -4.531 2.812 0.411
C -3.601 4.019 0.240
N -3.420 4.478 -1.127
C -4.656 4.913 -1.781
C -5.407 6.095 -1.143
C -2.364 5.480 -1.168
C -1.949 5.900 -2.565
H -4.476 2.432 1.434
H -4.193 2.024 -0.270
H -5.591 2.974 0.211
H -4.006 4.822 0.872
H -2.642 3.734 0.669
H -5.330 4.053 -1.772
H -4.392 5.118 -2.818
H -4.727 6.952 -1.107
H -5.735 5.933 -0.118
H -6.237 6.407 -1.775
H -2.632 6.354 -0.562
H -1.470 5.064 -0.690
H -2.624 6.698 -2.882
H -0.937 6.306 -2.579
H -1.972 5.119 -3.327
C -0.621 -3.015 6.588
C -0.166 -1.722 5.912
N 0.869 -1.966 4.888
C 2.143 -2.373 5.489
C 3.274 -2.527 4.481
C 0.956 -0.773 4.020
C 1.465 0.530 4.650
H -1.023 -3.756 5.891
H -1.426 -2.846 7.307
H 0.136 -3.539 7.173
H -1.077 -1.301 5.473
H 0.082 -0.975 6.673
H 2.451 -1.603 6.207
H 2.052 -3.333 5.992
H 2.953 -3.114 3.613
H 3.678 -1.598 4.078
H 4.091 -3.115 4.897
H -0.035 -0.588 3.590
H 1.502 -1.024 3.105
H 2.545 0.487 4.790
H 0.927 0.773 5.564
H 1.295 1.345 3.945
```

Computed properties:
* Kohn-Sham gap (spin up / spin down): 5.92 / 6.40 eV
* ⟨S²⟩: 3.813
* charge: +2
* multiplicity: 4
* HOMO (spin up / spin down): -11.9 / -11.9 eV

Results of the Mulliken charge analysis, in e, for atoms 1 through 4: -0.480 1.350 1.086 1.677

(5)
A cluster of 2 separate species, C4H12 in total. Source: OMol25; level of theory: ωB97M-V/def2-TZVPD.

Structure (XYZ):
```
16
C4H12 (ωB97M-V/def2-TZVPD)
C -0.411 -1.172 1.701
C -1.441 -0.033 1.661
H -0.382 -1.514 2.730
H -0.862 -1.951 1.082
H 0.622 -1.021 1.393
H -1.764 0.298 0.673
H -2.284 -0.399 2.202
H -1.166 0.875 2.210
C 0.729 0.300 -2.377
C 1.171 0.910 -1.070
H 0.618 -0.784 -2.292
H -0.182 0.749 -2.740
H 1.492 0.298 -3.156
H 1.682 1.850 -1.268
H 1.774 0.324 -0.376
H 0.403 1.269 -0.370
```

Computed properties:
* Kohn-Sham gap: 12.59 eV
* SMILES: CC.CC
* multiplicity: 1
* HOMO: -11.4 eV

Results of the Mulliken charge analysis, in e, for atoms 1 through 4: -0.733 -0.970 0.322 0.215

(6)
A cluster of 10 separate species, C26H54N2O8S2 in total. Source: OMol25; level of theory: ωB97M-V/def2-TZVPD.

Structure (XYZ):
```
92
C26H54N2O8S2 (ωB97M-V/def2-TZVPD)
C -0.799 0.754 0.893
C -0.645 0.199 -0.470
N -0.453 -0.218 -1.494
H -0.531 -0.120 1.486
H -1.847 0.928 1.137
H -0.104 1.556 1.141
C 3.496 5.167 2.007
C 4.640 5.065 1.094
N 5.572 5.043 0.418
H 3.623 4.499 2.859
H 2.655 4.827 1.403
H 3.463 6.221 2.283
C -6.455 -4.266 0.559
S -5.864 -2.773 1.456
O -6.143 -1.594 0.523
C -7.217 -2.541 2.794
H -6.899 -4.962 1.270
H -5.660 -4.730 -0.025
H -7.236 -3.939 -0.127
H -7.508 -3.386 3.418
H -8.036 -2.177 2.175
H -7.045 -1.645 3.392
C 2.442 -4.069 5.461
S 0.948 -5.159 5.478
O 1.034 -6.092 6.729
C -0.213 -3.702 5.691
H 3.388 -4.601 5.358
H 2.494 -3.770 6.508
H 2.429 -3.120 4.926
H -0.247 -3.066 4.806
H 0.063 -3.029 6.502
H -1.242 -4.055 5.758
C -2.128 2.815 -7.204
C -3.533 3.057 -6.608
O -4.077 4.188 -6.577
C -4.140 1.925 -5.948
H -1.406 2.120 -6.774
H -1.737 3.831 -7.245
H -2.277 2.485 -8.232
H -4.476 1.180 -6.669
H -5.074 2.228 -5.475
H -3.430 1.427 -5.287
C -3.727 7.813 2.411
C -3.085 7.192 1.194
O -1.894 7.272 0.986
C -3.909 6.228 0.236
H -3.156 7.510 3.289
H -4.742 7.424 2.492
H -3.806 8.893 2.282
H -3.255 5.832 -0.541
H -4.750 6.748 -0.222
H -4.333 5.394 0.796
C 6.517 1.404 -6.566
C 5.464 0.387 -6.785
O 5.782 -0.706 -6.974
C 3.978 0.718 -6.612
H 7.461 0.861 -6.618
H 6.464 1.864 -5.580
H 6.488 2.126 -7.382
H 3.361 0.002 -7.154
H 3.727 1.711 -6.986
H 3.703 0.692 -5.557
C 6.754 -3.825 -0.970
C 6.357 -2.510 -0.248
O 6.322 -2.493 0.985
C 5.973 -1.267 -1.109
H 6.063 -4.464 -0.421
H 7.810 -3.918 -0.716
H 6.586 -3.800 -2.047
H 6.027 -0.310 -0.589
H 4.935 -1.548 -1.285
H 6.517 -1.215 -2.052
C -2.845 3.349 7.201
C -3.118 1.878 7.500
O -3.307 1.041 6.523
C -3.092 1.514 9.007
H -3.645 3.930 7.659
H -2.816 3.479 6.119
H -1.855 3.535 7.619
H -3.680 2.167 9.652
H -2.072 1.583 9.384
H -3.513 0.509 9.043
C 1.819 -5.429 -4.572
C 1.991 -5.952 -3.207
O 1.740 -5.313 -2.167
C 2.355 -7.422 -3.125
H 1.019 -4.689 -4.559
H 1.433 -6.159 -5.283
H 2.730 -4.948 -4.927
H 1.924 -7.836 -4.036
H 2.056 -8.082 -2.311
H 3.416 -7.669 -3.164
```

Computed properties:
* Kohn-Sham gap: 8.98 eV
* multiplicity: 1
* HOMO: -9.0 eV

Results of the Mulliken charge analysis, in e, for atoms 1 through 4: -0.611 0.247 -0.327 0.183

- Which value of multiplicity does entry 1 give?
  6